Record 1
This record from the Open Molecules 2025 dataset describes a molecular structure, C7H5ClN2O2S. The level of theory is ωB97M-V/def2-TZVPD.

Summary:
- E_tot (a.u.) = -1387.91508
- F_max (hartree/bohr) = 0.07468

```
! wB97M-V def2-TZVPD RIJCOSX def2/J DEFGRID3
* xyz 0 3
C -1.11120 0.67163 0.23948
C -0.38869 0.58043 -0.97959
C -0.67570 -0.16822 1.34800
C 0.75436 -0.25269 -1.11092
C 0.33959 -1.10217 1.10284
C 1.07675 -1.11715 -0.11349
C 3.99042 1.06091 -0.38465
N 2.21171 -1.99864 -0.16707
N 2.42140 -3.12245 0.18997
O 3.29927 -3.91495 0.23014
O 3.05898 1.63094 -0.87470
S 4.11731 -0.63498 -0.31804
Cl 5.25700 1.85772 0.45001
H -1.94922 1.33332 0.35251
H -0.66937 1.02632 -1.89365
H -1.35665 -0.03195 2.26847
H 1.27426 -0.24677 -2.07916
H 0.55577 -1.86445 1.78098
*
```



Record 2
This record from the Open Molecules 2025 dataset describes 2 unconnected molecules or ions with the total composition C7H5ClN2OS. The level of theory is ωB97M-V/def2-TZVPD.

Summary:
- structure (SMILES) = [S-][N+]#Cc1cccnc1.O=CCl
- E_tot (a.u.) = -1312.75012
- energy above the lowest of the compared OMol25 structures with the same formula, charge and spin (kcal per mole) = 27.9
- F_max (hartree/bohr) = 0.07586

```
! wB97M-V def2-TZVPD RIJCOSX def2/J DEFGRID3
* xyz 0 1
C 1.52635 0.10713 -2.21764
C 0.27220 0.40329 -1.72293
C 2.40127 -0.63310 -1.44191
C 0.95720 -0.79489 0.28097
C -0.01834 -0.05250 -0.39413
C -1.17482 0.37853 0.29064
C -1.52605 0.14896 2.49182
N 2.08125 -1.08181 -0.30793
N -2.26136 0.91820 0.17978
O -2.49004 0.76634 2.83449
S -3.42832 1.64795 0.80959
Cl -1.68525 -1.63033 2.36998
H 1.91645 0.37544 -3.20609
H -0.49241 1.12118 -2.12474
H 3.38275 -0.90758 -1.67565
H 0.91495 -1.25915 1.24704
H -0.37583 0.49232 2.58671
*
```



Record 3
This record from the Open Molecules 2025 dataset describes a single C7H5FO molecule. The level of theory is ωB97M-V/def2-TZVPD.

Summary:
- structure (SMILES) = O=Cc1ccc(F)cc1
- E_tot (a.u.) = -444.80301
- energy above the lowest of the compared OMol25 structures with the same formula, charge and spin (kcal per mole) = 0.0
- F_max (hartree/bohr) = 0.09984

```
! wB97M-V def2-TZVPD RIJCOSX def2/J DEFGRID3
* xyz 0 1
C -1.79680 -0.08576 -0.03488
C -1.17606 1.19465 -0.07618
C 0.19105 1.30415 0.00317
C 0.97949 0.24476 0.10290
C 2.50120 0.26617 0.16857
C 0.39856 -1.04326 0.14461
C -1.02558 -1.17874 0.08035
H -1.72097 2.06816 -0.17460
H 0.77908 2.21255 0.18796
H 2.79236 0.92442 1.06072
H 1.13349 -1.81349 0.23954
H -1.43216 -2.21256 0.26423
O 3.23752 -0.44869 -0.38110
F -3.09811 -0.20016 -0.09559
*
```



Record 4
This record from the Open Molecules 2025 dataset describes a single C7H5IN2O4 molecule. The level of theory is ωB97M-V/def2-TZVPD.

Summary:
- structure (SMILES) = O=[N+]([O-])C(I)(c1ccccc1)[N+](=O)[O-]
- E_tot (a.u.) = -977.64561
- energy above the lowest of the compared OMol25 structures with the same formula, charge and spin (kcal per mole) = 2.8
- F_max (hartree/bohr) = 0.05972

```
! wB97M-V def2-TZVPD RIJCOSX def2/J DEFGRID3
* xyz 0 1
C 2.25322 -0.70592 1.41092
C 1.28897 -1.68606 1.10205
C 2.06583 0.65187 1.03903
C 0.06069 -1.32321 0.62924
C 0.87590 0.98896 0.38813
C -0.11197 -0.01679 0.17741
C -1.30737 0.35990 -0.62000
N -1.40052 -0.47268 -1.82675
N -1.51949 1.71016 -1.10481
O -2.42237 -1.12282 -1.96212
O -1.83633 1.88091 -2.24481
O -0.45758 -0.39490 -2.58978
O -1.28221 2.53727 -0.28141
I -3.41024 0.07137 0.64606
H 3.07389 -1.17391 2.02847
H 1.32842 -2.78662 1.34867
H 2.84118 1.49151 1.33753
H -0.84625 -1.99430 0.45492
H 0.80623 1.98526 0.06724
*
```



Record 5
This record from the Open Molecules 2025 dataset describes 2 unconnected molecules or ions with the total composition C7H5N3O. The level of theory is ωB97M-V/def2-TZVPD.

Summary:
- structure (SMILES) = O=C[C@@H]1CN1.N#CC#CC#N
- E_tot (a.u.) = -509.08440
- energy above the lowest of the compared OMol25 structures with the same formula, charge and spin (kcal per mole) = 93.9
- F_max (hartree/bohr) = 0.04759

```
! wB97M-V def2-TZVPD RIJCOSX def2/J DEFGRID3
* xyz 0 1
C 2.29101 0.45937 -0.83016
C 1.58178 0.32458 0.46881
C 1.32369 -0.98727 1.06312
C -2.53012 2.26512 0.01636
C -2.76618 0.89943 -0.10221
C -2.78490 -0.28992 -0.28829
C -2.53751 -1.61424 -0.60675
H 2.06323 -0.38889 -1.50952
H 1.74139 1.16286 1.12339
H 1.70356 -1.91568 0.62025
H 1.21456 -1.06609 2.14970
H 0.02922 -0.68350 -0.49564
N 0.23424 -0.27749 0.41369
N -2.43946 3.43033 -0.06132
N -2.13835 -2.68854 -0.79941
O 3.01383 1.36992 -1.16200
*
```



Record 6
This record from the Open Molecules 2025 dataset describes a molecular structure, C7H5N3O5. The level of theory is ωB97M-V/def2-TZVPD.

Summary:
- E_tot (a.u.) = -809.82651
- energy above the lowest of the compared OMol25 structures with the same formula, charge and spin (kcal per mole) = 240.9
- F_max (hartree/bohr) = 0.10612

```
! wB97M-V def2-TZVPD RIJCOSX def2/J DEFGRID3
* xyz 0 1
C 0.20233 3.18100 -0.27068
C -0.93628 2.62020 0.27481
C 1.34082 2.36655 -0.52506
C -1.09015 1.17822 0.43445
C 1.22729 1.03433 -0.17354
C 0.05833 0.36383 0.23158
C 0.11423 -1.13587 0.51458
N -1.19608 -4.16126 -0.77881
N 1.34338 -1.84527 0.76747
N -0.93057 -1.85025 0.17923
O 1.59214 -2.62046 -0.10959
O -2.11952 -1.58916 -0.05481
O -1.25218 -3.80140 -1.91719
O 1.96052 -1.64692 1.78159
O -0.82034 -3.59714 0.19508
H 0.10252 4.27238 -0.55996
H -1.84195 3.22984 0.64115
H 2.16059 2.90568 -0.99608
H -1.96416 0.70092 0.86692
H 2.04910 0.39477 -0.50113
*
```